Computed, not measured: a molecular structure, C15H35O17P2V in a non-equilibrium geometry, with ωB97M-V/def2-TZVPD.

Each line ends with the Mulliken charge.
CARTESIAN COORDINATES (ANGSTROEM)
O1 -7.724 -4.984 17.557  -0.54
V1 -8.529 -3.638 17.344  1.50
O2 -10.040 -3.798 17.718  -0.52
O3 -6.271 -0.533 16.174  -0.40
C1 -7.139 -1.451 16.420  1.41
O4 -8.351 -1.363 16.476  -0.86
O5 -6.712 -2.613 16.639  -0.90
H1 -5.617 -1.179 16.450  0.28
C2 -2.114 5.310 18.287  -0.64
O6 -2.619 3.990 18.658  -0.34
P1 -1.757 2.629 18.229  0.99
O7 -1.337 2.470 16.793  -0.65
O8 -0.415 2.824 19.159  -0.26
C3 0.793 2.270 18.903  -0.67
O9 -2.605 1.453 18.937  -0.33
C4 -3.640 0.904 18.107  -0.77
H2 -2.729 5.654 17.455  0.27
H3 -1.099 5.176 17.913  0.29
H4 -2.001 6.053 19.076  0.27
H5 1.516 2.296 19.718  0.27
H6 1.361 2.630 18.045  0.28
H7 0.614 1.203 18.769  0.30
H8 -4.550 0.774 18.692  0.34
H9 -3.455 -0.126 17.805  0.29
H10 -3.852 1.460 17.194  0.37
C5 -15.672 2.047 18.462  -0.63
O10 -14.454 1.459 18.929  -0.37
P2 -13.554 0.447 18.003  0.95
O11 -13.816 0.485 16.500  -0.65
O12 -13.920 -0.995 18.612  -0.30
C6 -13.493 -2.151 17.918  -0.62
O13 -12.001 0.778 18.351  -0.34
C7 -10.887 0.369 17.528  -0.34
H11 -15.834 2.964 19.028  0.21
H12 -16.505 1.348 18.544  0.28
H13 -15.597 2.179 17.383  0.32
H14 -13.070 -2.072 16.917  0.30
H15 -14.434 -2.703 17.909  0.31
H16 -12.775 -2.686 18.540  0.23
H17 -10.830 1.058 16.686  0.21
H18 -10.968 -0.627 17.092  0.14
H19 -9.919 0.366 18.029  0.31
O14 -3.939 -2.508 14.153  -0.58
C8 -4.806 -2.229 13.313  0.74
O15 -5.164 -3.065 12.239  -0.29
C9 -4.645 -4.385 12.240  -0.16
C10 -5.407 -5.396 11.344  -1.10
C11 -5.484 -0.875 13.291  -0.81
H20 -4.586 -4.921 13.188  0.29
H21 -3.670 -4.226 11.780  0.30
H22 -6.234 -4.958 10.786  0.30
H23 -5.939 -6.213 11.833  0.33
H24 -4.749 -5.903 10.639  0.29
H25 -6.515 -0.991 13.624  0.06
H26 -5.527 -0.420 12.301  0.41
H27 -4.976 -0.162 13.941  0.26
O16 -10.913 0.470 9.939  -0.55
C12 -10.260 1.263 10.585  0.67
O17 -10.270 1.296 11.966  -0.31
C13 -11.120 0.349 12.593  -0.48
C14 -10.892 0.191 14.111  -0.72
C15 -9.339 2.181 9.911  -0.94
H28 -11.177 -0.618 12.093  0.36
H29 -12.024 0.957 12.542  0.24
H30 -10.795 1.183 14.552  0.25
H31 -10.054 -0.438 14.412  0.25
H32 -11.780 -0.232 14.581  0.34
H33 -9.980 2.859 9.347  0.28
H34 -8.635 1.681 9.246  0.28
H35 -8.890 2.833 10.661  0.29

Results
ΔE to the lowest compared entry with this formula, charge and spin (kcal per mole): 87.3
HOMO (Eh): -0.3761
E_LUMO (eV): -3.1098
E_tot (eV): -95197.0472
Total charge: 0